#A
This record from OMol25 describes a cluster of 2 separate species, C7H14O in total. The level of theory is the ωB97M-V functional and the def2-TZVPD basis.

Summary:
gap between HOMO and LUMO = 9.537 eV
structure (SMILES) = C=C/C=C(/C)CC.O
HOMO energy = -8.58 eV

Last column: Mulliken charge in e.
Element x y z (Å)
C (1.196, -0.043, 2.734)  -1.12
C (0.293, 0.133, 1.766)  -0.09
C (0.572, -0.393, 0.373)  -0.55
C (-0.232, -0.136, -0.670)  0.74
C (0.217, -0.796, -1.972)  -1.30
C (-1.464, 0.702, -0.597)  -0.06
C (-2.645, -0.128, -1.190)  -1.39
H (1.087, 0.190, 3.781)  0.28
H (2.083, -0.597, 2.428)  0.27
H (-0.679, 0.551, 1.986)  0.17
H (1.373, -1.108, 0.513)  0.45
H (-0.514, -1.561, -2.238)  0.31
H (1.136, -1.346, -1.801)  0.34
H (0.292, -0.037, -2.752)  0.31
H (-1.327, 1.725, -0.930)  0.34
H (-1.835, 0.714, 0.430)  0.19
H (-2.607, -1.154, -0.825)  0.37
H (-2.790, -0.180, -2.271)  0.32
H (-3.575, 0.319, -0.834)  0.39
O (3.218, 1.291, 0.421)  -0.64
H (2.903, 1.511, 1.302)  0.33
H (3.297, 0.342, 0.347)  0.32

---

#B
This record from OMol25 describes a structure of composition C7H14O. The level of theory is the ωB97M-V functional and the def2-TZVPD basis.

Summary:
gap between HOMO and LUMO = 7.347 eV
HOMO energy = -6.49 eV

Last column: Mulliken charge in e.
Element x y z (Å)
C (1.304, -0.390, -1.212)  -0.71
C (1.243, -1.858, -0.885)  -1.01
C (0.768, 0.660, 0.334)  0.67
C (1.072, 0.233, 1.596)  -1.06
O (1.183, 1.880, -0.131)  -0.56
H (0.837, 2.553, 0.473)  0.39
H (0.762, -0.095, -2.114)  0.35
H (2.311, 0.017, -1.238)  0.45
H (0.645, -0.664, 2.010)  0.31
H (1.937, 0.671, 2.072)  0.27
H (1.627, -2.024, 0.127)  0.31
H (1.847, -2.453, -1.575)  0.39
H (0.223, -2.247, -0.934)  0.26
C (-2.037, -0.423, 0.922)  -1.23
C (-1.283, 0.557, 0.094)  0.75
C (-1.747, 1.555, -0.636)  -1.08
H (-0.103, 0.091, -0.421)  -0.08
H (-1.760, -0.327, 1.973)  0.31
H (-3.112, -0.268, 0.805)  0.41
H (-1.808, -1.450, 0.626)  0.26
H (-2.813, 1.717, -0.761)  0.33
H (-1.094, 2.266, -1.127)  0.29

---

The structure with the greatest stability is #A.

---

#A
This record from OMol25 describes a cluster of 2 separate species, C7H14O in total. The level of theory is the ωB97M-V functional and the def2-TZVPD basis.

Summary:
gap between HOMO and LUMO = 10.236 eV
structure (SMILES) = C=C(C)C(=C)CC.O
HOMO energy = -9.42 eV

Last column: Mulliken charge in e.
Element x y z (Å)
C (1.350, -0.124, 0.998)  -0.79
C (0.139, -0.598, 1.268)  0.43
C (-0.504, -0.594, 2.607)  -1.35
C (-0.824, -0.773, 0.129)  0.43
C (-0.808, -1.919, -0.538)  -0.97
C (-1.397, 0.523, -0.396)  -0.56
C (-0.963, 0.926, -1.807)  -0.96
H (1.714, 0.075, 0.004)  0.22
H (2.163, -0.214, 1.716)  0.31
H (-0.098, 0.197, 3.251)  0.36
H (-1.567, -0.360, 2.613)  0.36
H (-0.546, -1.549, 3.123)  0.34
H (-1.378, -2.021, -1.455)  0.32
H (-0.335, -2.834, -0.235)  0.33
H (-0.925, 1.311, 0.201)  0.33
H (-2.475, 0.730, -0.259)  0.42
H (-1.531, 1.742, -2.256)  0.37
H (-0.705, 0.081, -2.446)  0.27
H (-0.023, 1.494, -1.754)  0.17
O (3.186, 1.604, -1.558)  -0.66
H (3.139, 0.853, -2.168)  0.35
H (2.387, 1.450, -1.040)  0.29

---

#B
This record from OMol25 describes a cluster of 2 separate species, C7H14O in total. The level of theory is the ωB97M-V functional and the def2-TZVPD basis.

Summary:
gap between HOMO and LUMO = 9.719 eV
structure (SMILES) = C=CC(=C)CCC.O
HOMO energy = -8.92 eV

Last column: Mulliken charge in e.
Element x y z (Å)
C (0.023, -1.101, 2.669)  -0.74
C (1.173, -1.044, 2.000)  -0.23
C (1.722, -0.380, 0.792)  0.68
C (2.863, -0.719, 0.183)  -0.88
C (1.030, 0.925, 0.413)  -1.03
C (-0.374, 0.723, -0.163)  0.02
C (-0.441, 0.316, -1.611)  -1.14
H (-0.929, -0.882, 2.195)  0.27
H (0.041, -1.230, 3.740)  0.24
H (1.971, -1.454, 2.637)  0.22
H (3.086, -0.242, -0.766)  0.31
H (3.286, -1.717, 0.280)  0.30
H (0.925, 1.597, 1.276)  0.35
H (1.621, 1.617, -0.200)  0.45
H (-0.891, 1.674, 0.011)  0.33
H (-0.951, 0.089, 0.512)  0.02
H (0.501, 0.485, -2.151)  0.31
H (-1.312, 0.560, -2.209)  0.20
H (-0.386, -0.766, -1.886)  0.34
O (-4.484, 0.632, -2.236)  -0.64
H (-3.821, 1.094, -2.724)  0.30
H (-4.653, -0.179, -2.760)  0.32

---

The structure with the greatest stability is #A.

---

#A
This record from OMol25 describes a cluster of 2 separate species, C7H14O in total. The level of theory is the ωB97M-V functional and the def2-TZVPD basis.

Summary:
gap between HOMO and LUMO = 9.836 eV
structure (SMILES) = C=CC(=C)CCC.O
HOMO energy = -9.21 eV

Last column: Mulliken charge in e.
Element x y z (Å)
C (1.947, -2.315, -1.406)  -0.65
C (1.194, -1.279, -1.796)  -0.53
C (0.371, -0.489, -0.739)  0.46
C (-0.680, -1.162, -0.231)  -0.78
C (0.514, 1.027, -0.832)  -0.73
C (0.448, 1.605, 0.584)  -0.13
C (0.976, 3.023, 0.619)  -1.18
H (1.867, -2.900, -0.493)  0.32
H (2.631, -2.855, -2.135)  0.23
H (1.084, -1.042, -2.857)  0.34
H (-1.276, -0.651, 0.505)  0.19
H (-0.796, -2.293, -0.455)  0.28
H (1.461, 1.290, -1.314)  0.48
H (-0.309, 1.544, -1.339)  0.31
H (1.301, 1.033, 1.111)  0.18
H (-0.598, 1.465, 1.001)  0.21
H (2.001, 3.109, 1.119)  0.28
H (0.288, 3.828, 0.927)  0.33
H (1.165, 3.323, -0.356)  0.38
O (-4.565, -2.454, 2.926)  -0.63
H (-3.993, -2.204, 2.192)  0.31
H (-5.029, -1.602, 2.969)  0.32

---

#B
This record from OMol25 describes an isolated molecule of C7H14O. The level of theory is the ωB97M-V functional and the def2-TZVPD basis.

Summary:
gap between HOMO and LUMO = 9.414 eV
structure (SMILES) = C=C(C)[C@@H](C)[C@H](C)O
HOMO energy = -8.52 eV

Last column: Mulliken charge in e.
Element x y z (Å)
C (1.044, 1.382, 0.973)  -0.91
C (0.934, 0.204, 0.384)  0.32
C (2.450, -0.841, 0.350)  -1.31
C (-0.077, -0.680, -0.103)  0.30
C (-0.602, -1.704, 0.889)  -1.36
C (-1.490, 0.458, -0.607)  0.01
C (-1.148, 1.237, -1.853)  -1.31
O (-1.975, 1.338, 0.386)  -0.55
H (0.213, 2.078, 1.027)  0.35
H (2.002, 1.741, 1.335)  0.29
H (3.085, -0.357, -0.392)  0.35
H (2.884, -0.793, 1.350)  0.36
H (2.304, -1.887, 0.079)  0.36
H (0.191, -1.132, -1.061)  0.29
H (-0.722, -1.276, 1.888)  0.33
H (-1.566, -2.101, 0.557)  0.38
H (0.083, -2.553, 0.958)  0.38
H (-2.275, -0.276, -0.818)  0.36
H (-0.804, 0.567, -2.645)  0.33
H (-2.027, 1.775, -2.232)  0.38
H (-0.377, 1.988, -1.659)  0.28
H (-2.128, 0.831, 1.195)  0.35

---

#C
This record from OMol25 describes an isolated molecule of C7H14O. The level of theory is the ωB97M-V functional and the def2-TZVPD basis.

Summary:
gap between HOMO and LUMO = 10.098 eV
structure (SMILES) = C/C=C/CCCCO
HOMO energy = -9.14 eV

Last column: Mulliken charge in e.
Element x y z (Å)
C (-1.821, 3.164, 1.498)  -1.12
C (-0.812, 2.452, 0.612)  -0.07
C (-0.501, 1.164, 0.651)  -0.52
C (0.591, 0.553, -0.166)  -0.47
C (0.088, -0.403, -1.284)  -0.59
C (0.125, -1.909, -0.950)  -0.64
C (1.277, -2.491, -0.104)  -0.40
O (1.683, -3.731, -0.721)  -0.54
H (-2.828, 2.899, 1.176)  0.27
H (-1.682, 4.232, 1.378)  0.32
H (-1.683, 2.904, 2.546)  0.32
H (-0.314, 3.119, -0.076)  0.34
H (-1.088, 0.494, 1.277)  0.29
H (1.289, 1.280, -0.574)  0.33
H (1.183, -0.074, 0.503)  0.26
H (-0.972, -0.221, -1.463)  0.32
H (0.626, -0.225, -2.209)  0.35
H (-0.012, -2.525, -1.839)  0.42
H (-0.780, -2.176, -0.385)  0.22
H (2.094, -1.783, -0.074)  0.40
H (0.909, -2.816, 0.868)  0.22
H (2.626, -3.907, -0.664)  0.29

---

The structure with the greatest stability is #C.

---

#A
This record from OMol25 describes an isolated molecule of C5H5Cl. The level of theory is the ωB97M-V functional and the def2-TZVPD basis.

Summary:
gap between HOMO and LUMO = 9.660 eV
structure (SMILES) = C=C(C)C#CCl
HOMO energy = -8.83 eV

Last column: Mulliken charge in e.
Element x y z (Å)
C (0.362, -1.483, -0.022)  -0.88
C (0.726, -0.228, -0.009)  0.32
C (-0.092, 0.998, -0.002)  -1.02
C (2.157, -0.088, -0.125)  -0.59
C (3.381, -0.025, -0.053)  0.86
Cl (4.956, 0.109, -0.048)  -0.22
H (-0.644, -1.727, 0.204)  0.31
H (1.168, -2.091, 0.181)  0.39
H (0.186, 1.689, -0.908)  0.27
H (0.164, 1.585, 0.916)  0.26
H (-1.215, 0.809, -0.057)  0.30

---

#B
This record from OMol25 describes an isolated molecule of C5H5Cl. The level of theory is the ωB97M-V functional and the def2-TZVPD basis.

Summary:
gap between HOMO and LUMO = 9.331 eV
structure (SMILES) = C#C/C=C(/C)Cl
HOMO energy = -8.85 eV

Last column: Mulliken charge in e.
Element x y z (Å)
C (3.063, -0.788, -0.033)  -0.35
C (1.743, -0.582, 0.010)  -0.29
C (0.540, 0.200, -0.063)  -0.17
C (-0.681, -0.223, 0.123)  0.55
C (-1.966, 0.593, -0.039)  -0.94
Cl (-1.019, -1.950, -0.008)  -0.20
H (4.318, -0.657, 0.123)  0.30
H (0.633, 1.337, -0.123)  0.23
H (-1.843, 1.628, -0.321)  0.31
H (-2.603, -0.217, -0.732)  0.29
H (-2.186, 0.660, 1.062)  0.27

---

The structure with the greatest stability is #A.